(1)
ORCA calculation (ωB97M-V/def2-TZVPD) on an isolated molecule of C7H9NO2S.

CARTESIAN COORDINATES (ANGSTROEM)
C: -2.744 -1.543 -0.811
C: -1.843 -1.852 0.136
C: -2.712 -0.191 -1.225
C: -0.786 -0.944 0.465
C: -1.689 0.644 -1.035
C: -0.606 0.204 -0.216
C: 2.624 0.965 1.813
N: 1.499 0.471 1.103
O: 2.691 0.185 -1.600
O: 1.608 1.057 -1.683
S: 0.785 1.350 0.100
H: -3.680 -2.086 -0.793
H: -1.823 -2.773 0.629
H: -3.400 0.273 -1.913
H: -0.288 -1.227 1.349
H: -1.690 1.547 -1.627
H: 2.679 2.162 2.054
H: 3.518 0.580 1.417
H: 2.462 0.607 2.856
H: 3.394 0.571 -1.019

## Properties
* multiplicity: 1



(2)
ORCA calculation (ωB97M-V/def2-TZVPD) on the ion C7H9NO3P with charge -1.

CARTESIAN COORDINATES (ANGSTROEM)
C: 1.348 2.240 0.255
C: 0.055 2.696 0.010
C: 1.603 0.876 0.242
C: -1.008 1.812 -0.227
C: 0.617 -0.074 -0.132
C: 1.620 -2.338 -0.373
C: 0.450 -1.495 -0.065
N: -0.987 0.544 -0.272
O: -3.713 0.481 -0.111
O: -2.334 -1.521 -1.022
O: -2.290 -0.875 1.461
P: -2.610 -0.501 0.009
H: 2.057 2.896 0.705
H: -0.457 3.643 0.197
H: 2.521 0.598 0.717
H: -2.046 2.065 -0.163
H: 2.330 -2.291 0.309
H: 1.998 -1.952 -1.333
H: 1.246 -3.322 -0.460
H: -0.077 -1.599 1.002
H: -0.320 -1.885 -0.750

## Properties
* charge: -1
* multiplicity: 1



(3)
ORCA calculation (ωB97M-V/def2-TZVPD) on a structure of composition C7H9NO3S.

CARTESIAN COORDINATES (ANGSTROEM)
C: -3.169 0.755 0.385
C: -2.092 0.625 1.273
C: -2.659 0.496 -0.888
C: -0.987 0.203 0.494
C: 1.630 -0.085 -1.320
C: 0.435 -0.116 0.785
C: 1.043 -1.097 -0.328
N: 2.164 -1.808 0.162
O: 2.844 1.141 0.657
O: 0.889 2.405 -0.290
O: -1.373 0.196 -0.816
S: 1.526 1.126 0.041
H: -4.194 1.039 0.705
H: -2.188 0.825 2.353
H: -3.185 0.635 -1.774
H: 2.607 -0.387 -1.394
H: 1.024 0.183 -2.186
H: 0.415 -0.271 1.895
H: 0.439 -1.849 -0.869
H: 2.849 -1.286 0.623
H: 1.982 -2.729 0.491

## Properties
* multiplicity: 1



(4)
ORCA calculation (ωB97M-V/def2-TZVPD) on a cluster of 2 separate species, C7H9O3P in total.

CARTESIAN COORDINATES (ANGSTROEM)
C: -1.593 1.512 -0.587
C: -1.904 0.290 -0.282
C: -1.604 -0.370 0.946
C: -1.070 0.526 1.961
C: -2.327 -1.940 -0.289
C: 1.221 -1.933 -0.685
C: 0.874 2.065 0.338
O: -2.639 -0.781 -0.877
O: -1.770 -1.592 1.005
O: 0.441 -1.047 -0.607
P: -0.844 2.218 1.072
H: -1.881 1.853 -1.581
H: -3.232 -2.439 -0.106
H: -1.596 -2.566 -0.784
H: -0.710 0.374 2.813
H: 1.781 -1.994 -1.593
H: 1.192 -2.745 0.182
H: 0.758 1.535 -0.651
H: 1.555 1.638 1.114
H: 1.315 3.034 0.183

## Properties
* multiplicity: 1
* SMILES: CP1=CC2=C(C=1)OCO2.C=O



(5)
ORCA calculation (ωB97M-V/def2-TZVPD) on a cluster of 2 separate species, C7H9OP in total.

CARTESIAN COORDINATES (ANGSTROEM)
C: 1.759 1.597 0.121
C: 1.259 1.349 -1.196
C: 1.598 0.531 1.035
C: 0.435 0.293 -1.448
C: 0.784 -0.512 0.706
C: 0.110 -0.675 -0.542
C: -0.872 -1.649 -0.722
O: -1.148 -2.597 0.103
P: -2.184 0.789 1.264
H: 2.326 2.455 0.357
H: 1.528 2.072 -1.880
H: 2.025 0.723 2.051
H: -0.090 0.184 -2.425
H: 0.574 -1.318 1.374
H: -1.560 -1.509 -1.522
H: -0.599 -2.400 0.889
H: -3.050 1.056 0.248
H: -2.894 -0.389 1.588

## Properties
* multiplicity: 3



(6)
ORCA calculation (ωB97M-V/def2-TZVPD) on a structure of composition C7HF5O6RuS2.

CARTESIAN COORDINATES (ANGSTROEM)
Ru: 0.067 -1.972 0.471
O: 1.794 -1.782 1.550
S: 1.568 -3.300 1.697
O: 2.511 -4.038 2.436
O: 1.343 -3.613 0.217
O: 0.128 -3.274 2.165
F: -0.337 4.668 0.159
C: -0.075 3.411 -0.147
C: -0.566 2.390 0.666
F: -1.285 2.677 1.738
C: -0.270 1.089 0.322
F: -0.715 0.086 1.124
C: 0.477 0.754 -0.796
S: 0.701 -0.930 -1.228
C: 0.963 1.794 -1.584
F: 1.683 1.525 -2.663
C: 0.694 3.118 -1.267
F: 1.160 4.101 -2.021
O: -2.097 -0.631 -1.294
C: -2.482 -1.637 -0.740
O: -1.759 -2.396 0.042
H: -3.502 -2.041 -0.848

## Properties
* multiplicity: 1



Number 1: E_tot -23818.8364 eV. Number 2: E_tot -24327.5143 eV. Number 3: E_tot -25869.9540 eV. Number 4: E_tot -22830.9274 eV. Number 5: E_tot -18737.2854 eV. Number 6: E_tot -57396.9103 eV.